# 1
{
  "formula": "C4H6N4",
  "method": "ωB97M-V/def2-TZVPD",
  "lumo_energy_ha": 0.0091,
  "homo_ev": -9.927,
  "relative_energy_kcal_mol": 165.2,
  "spin_multiplicity": 1,
  "symbols": ["C", "C", "C", "C", "H", "H", "H", "H", "H", "H", "N", "N", "N", "N"],
  "positions_angstrom": [[0.420, -1.686, 0.542], [-0.605, 0.295, 0.895], [0.001, 2.218, -0.254], [0.192, -0.122, -1.316], [-0.349, -1.638, 1.764], [-0.234, -2.240, -0.055], [1.440, -2.532, 0.867], [-1.129, -0.523, 1.399], [0.172, 3.225, 0.412], [-0.285, -1.112, -1.678], [0.465, -0.241, 0.076], [-0.974, 1.535, 0.618], [0.671, 1.972, -1.306], [0.217, 0.849, -1.964]],
  "forces_ev_per_a": [[1.586, -1.550, 5.048], [-0.404, 4.232, -4.097], [-0.079, 3.230, 4.245], [-2.141, -9.475, 3.671], [3.232, -1.096, -3.573], [-0.820, -1.050, -1.200], [-2.841, 3.485, -1.343], [-0.484, 1.726, 0.506], [0.167, -2.137, -2.423], [1.016, 1.576, -0.144], [-0.109, -3.127, 3.412], [1.343, -2.884, -0.368], [-1.004, 1.112, 0.654], [0.537, 5.959, -4.389]]
}

---

# 2
{
  "formula": "C4H6N4",
  "method": "ωB97M-V/def2-TZVPD",
  "lumo_energy_ha": 0.0146,
  "smiles": "[H]/N=C(N)/C(C#C)=N/N",
  "homo_ev": -8.559,
  "relative_energy_kcal_mol": 87.5,
  "spin_multiplicity": 1,
  "symbols": ["H", "N", "C", "N", "C", "C", "C", "N", "N", "H", "H", "H", "H", "H"],
  "positions_angstrom": [[2.920, 1.351, -0.294], [1.916, 1.477, -0.038], [1.381, 0.276, 0.050], [1.959, -0.926, -0.046], [-0.094, 0.054, 0.169], [-0.917, 1.232, 0.061], [-1.879, 2.010, -0.091], [-0.586, -1.164, 0.002], [-1.869, -1.331, -0.082], [2.929, -1.109, 0.102], [1.289, -1.714, 0.030], [-2.440, 2.896, 0.090], [-2.565, -0.653, 0.155], [-2.045, -2.400, -0.107]],
  "forces_ev_per_a": [[-0.819, 0.202, 0.446], [-0.453, -2.352, -0.095], [0.363, 1.627, -0.125], [0.092, -1.957, -0.045], [-0.724, 0.338, -1.150], [-3.216, 1.226, -0.184], [3.265, -1.928, 0.999], [1.813, 2.990, 0.862], [-0.693, -4.535, -0.579], [0.236, 0.218, -0.024], [1.079, 0.663, -0.083], [-0.317, -0.006, -0.332], [-0.193, 0.493, 0.146], [-0.433, 3.020, 0.163]]
}

---

# 3
{
  "formula": "C4H6N4",
  "method": "ωB97M-V/def2-TZVPD",
  "lumo_energy_ha": -0.0213,
  "smiles": "[H]/N=C\\N(C)/N=C\\C#N",
  "homo_ev": -9.201,
  "relative_energy_kcal_mol": 118.2,
  "spin_multiplicity": 1,
  "symbols": ["H", "N", "C", "N", "C", "N", "C", "C", "N", "H", "H", "H", "H", "H"],
  "positions_angstrom": [[-1.915, -1.815, 0.271], [-2.665, -1.131, 0.119], [-2.098, 0.068, -0.040], [-0.568, 0.163, -0.266], [0.199, 1.527, 0.056], [0.025, -0.986, -0.115], [1.290, -1.288, -0.047], [2.402, -0.565, -0.074], [3.587, -0.154, 0.086], [-2.674, 1.117, -0.105], [1.144, 1.583, -0.713], [0.560, 1.682, 1.058], [-0.741, 2.234, -0.170], [1.455, -2.436, -0.061]],
  "forces_ev_per_a": [[-0.066, 0.148, -0.465], [1.616, 5.043, -0.037], [-0.280, -2.588, -0.077], [-0.068, 2.199, 1.981], [-1.956, -0.470, -3.853], [0.394, -0.943, -0.178], [-4.699, -4.125, -0.484], [12.797, 5.417, 1.696], [-8.940, -2.769, -1.469], [1.437, -2.714, 0.027], [-2.735, 0.190, 1.809], [-0.122, -0.535, 0.501], [2.806, -0.875, 0.345], [-0.183, 2.021, 0.202]]
}

---

# 4
{
  "formula": "C4H6N4O",
  "method": "ωB97M-V/def2-TZVPD",
  "lumo_energy_ha": 0.0033,
  "smiles": "N/N=C\\c1ccnn1O",
  "homo_ev": -8.785,
  "relative_energy_kcal_mol": 164.5,
  "spin_multiplicity": 1,
  "symbols": ["N", "N", "C", "C", "C", "C", "N", "N", "O", "H", "H", "H", "H", "H", "H"],
  "positions_angstrom": [[-2.360, 0.541, -0.570], [-2.158, -0.874, -0.302], [-1.042, -1.158, 0.317], [0.461, -0.599, 0.379], [1.602, -1.133, 0.126], [2.463, -0.121, -0.418], [1.902, 1.020, -0.305], [0.606, 0.717, -0.081], [-0.406, 1.634, 0.641], [-1.986, 1.396, 0.273], [-3.374, 0.810, -0.465], [-0.904, -2.231, 0.481], [1.760, -2.153, 0.574], [3.505, -0.245, -0.919], [-0.069, 2.398, 0.270]],
  "forces_ev_per_a": [[-1.043, 2.586, 2.556], [1.697, 3.286, 2.525], [1.619, -1.702, -1.087], [-7.153, 4.062, -1.308], [3.683, -4.688, 0.718], [2.890, -2.226, 0.120], [-1.758, 2.761, -0.916], [-2.393, 0.188, 2.388], [3.470, -3.114, 0.287], [-0.723, -4.244, -3.231], [1.011, -1.575, -0.836], [-0.503, 0.085, 0.023], [0.498, 0.845, -1.535], [-2.037, 0.322, 1.388], [0.742, 3.414, -1.091]]
}

---

# 5
{
  "formula": "C4H6N4O",
  "method": "ωB97M-V/def2-TZVPD",
  "lumo_energy_ha": 0.0312,
  "smiles": "N=C=N/C=C\\C(N)=N\\O",
  "homo_ev": -8.269,
  "relative_energy_kcal_mol": 74.3,
  "spin_multiplicity": 1,
  "symbols": ["N", "C", "N", "C", "C", "C", "N", "N", "O", "H", "H", "H", "H", "H", "H"],
  "positions_angstrom": [[2.883, -0.488, 0.516], [2.138, 0.467, 0.551], [1.496, 1.483, 0.866], [0.230, 1.831, 0.683], [-0.850, 1.083, 0.393], [-1.023, -0.282, -0.080], [-2.272, -0.915, -0.139], [0.066, -0.779, -0.468], [-0.135, -2.023, -1.136], [3.675, -0.547, -0.003], [-0.051, 2.876, 0.864], [-1.753, 1.718, 0.408], [-3.086, -0.458, -0.366], [-2.137, -1.859, -0.729], [0.819, -2.107, -1.360]],
  "forces_ev_per_a": [[-2.641, 0.528, 1.700], [-0.274, 0.969, 0.871], [2.903, -1.940, -0.352], [-2.905, 0.512, -0.258], [-1.580, 1.444, 0.118], [-1.452, 0.934, 0.370], [3.686, -4.303, -1.257], [0.368, -1.103, -0.775], [1.875, 0.404, 0.210], [2.623, -0.229, -1.888], [0.700, -0.300, 0.114], [0.229, -0.673, -0.024], [-1.776, 1.614, -0.486], [-0.661, 2.941, 1.833], [-1.095, -0.798, -0.176]]
}

---

# 6
{
  "formula": "C4H6N4O2S2",
  "method": "ωB97M-V/def2-TZVPD",
  "lumo_energy_ha": 0.0119,
  "smiles": "NS(=O)(=O)N1CSc2nccn21",
  "homo_ev": -8.583,
  "relative_energy_kcal_mol": 0.9,
  "spin_multiplicity": 1,
  "symbols": ["N", "S", "O", "O", "N", "C", "S", "C", "N", "C", "C", "N", "H", "H", "H", "H", "H", "H"],
  "positions_angstrom": [[-2.112, 0.634, 0.540], [-1.405, -0.854, 0.441], [-2.276, -1.973, 0.103], [-0.729, -0.911, 1.710], [-0.435, -0.565, -0.869], [0.393, -1.686, -1.304], [1.824, -1.842, -0.201], [1.769, -0.104, 0.121], [2.543, 0.780, 0.586], [1.822, 1.941, 0.561], [0.599, 1.748, 0.068], [0.565, 0.405, -0.248], [-2.628, 1.011, -0.183], [-2.626, 0.528, 1.379], [-0.091, -2.601, -1.274], [0.844, -1.598, -2.305], [2.123, 2.769, 1.031], [-0.180, 2.319, -0.155]],
  "forces_ev_per_a": [[1.546, -1.355, 0.820], [-1.858, -1.625, 1.818], [1.043, 1.562, -0.232], [-0.119, -0.346, -0.791], [2.257, 2.438, 0.837], [1.934, 0.880, -0.416], [0.840, 0.134, 0.693], [-1.334, -2.139, -1.289], [1.771, 0.349, 0.940], [-0.687, -1.891, -0.478], [1.055, -2.445, -0.569], [-0.566, -1.298, -1.588], [-1.341, 0.398, -2.025], [-0.751, 0.573, 1.144], [-1.482, -1.521, 0.176], [-0.837, 0.752, 0.204], [1.455, 3.023, 1.328], [-2.927, 2.512, -0.572]]
}

---

# 7
{
  "formula": "C4H6N5O2",
  "method": "ωB97M-V/def2-TZVPD",
  "lumo_energy_ha": -0.2007,
  "smiles": "OC1(O)CN=Nc2[nH+]cnn21",
  "homo_ev": -14.586,
  "charge": 1,
  "relative_energy_kcal_mol": 37.5,
  "spin_multiplicity": 1,
  "symbols": ["O", "C", "O", "C", "N", "N", "C", "N", "C", "N", "N", "H", "H", "H", "H", "H", "H"],
  "positions_angstrom": [[1.486, -0.447, -1.462], [0.239, -0.024, -1.143], [-0.778, -0.553, -1.846], [-0.025, 1.543, -1.094], [0.094, 2.317, 0.066], [0.191, 1.751, 1.174], [-0.005, 0.420, 1.232], [-0.251, -0.337, 2.305], [-0.238, -1.606, 1.929], [-0.099, -1.711, 0.637], [0.085, -0.459, 0.257], [1.509, -0.767, -2.416], [-0.546, -1.524, -1.840], [0.408, 2.084, -1.928], [-1.096, 1.622, -1.494], [-0.503, 0.134, 3.105], [-0.471, -2.443, 2.516]],
  "forces_ev_per_a": [[0.719, -0.713, -2.344], [-0.142, 1.875, 1.183], [0.380, -2.111, -0.804], [-2.072, -1.325, -2.505], [0.788, 0.094, 0.985], [-0.696, 2.060, 0.572], [0.373, -2.520, -0.947], [0.832, 1.556, -0.903], [-0.936, -1.248, -1.000], [0.578, -0.453, 0.280], [-0.114, 1.504, -0.531], [0.095, 0.725, 1.564], [-0.969, 0.836, -0.419], [0.902, -0.102, 0.018], [0.839, 0.057, 1.044], [-0.461, 0.517, 2.850], [-0.116, -0.754, 0.955]]
}

---

# 8
{
  "formula": "C4H6NO",
  "method": "ωB97M-V/def2-TZVPD",
  "lumo_energy_ha": [0.1550, 0.1549],
  "homo_ev": [-1.571, -1.568],
  "charge": -1,
  "relative_energy_kcal_mol": 92.2,
  "spin_multiplicity": 1,
  "symbols": ["C", "C", "C", "C", "N", "O", "H", "H", "H", "H", "H", "H"],
  "positions_angstrom": [[-1.614, -0.403, -2.453], [-0.808, -0.416, -1.581], [1.088, 0.553, 1.454], [0.112, -0.330, -0.490], [0.253, 0.691, 0.266], [-0.349, 1.839, 0.117], [-2.456, -0.380, -3.132], [1.868, -0.245, 1.403], [1.333, 1.616, 1.912], [0.369, 0.126, 2.164], [0.799, -1.141, -0.223], [-0.597, -1.910, 0.563]],
  "forces_ev_per_a": [[-1.641, 0.042, -1.575], [1.178, 0.370, 1.521], [-0.553, 1.020, 1.486], [0.843, -2.543, -0.211], [1.330, 2.270, -0.019], [-0.584, 0.095, 0.389], [0.709, -0.086, 0.367], [-0.234, 1.146, -0.328], [-0.007, -2.310, -1.470], [-0.033, -0.168, 0.371], [-0.582, 0.408, -0.903], [-0.426, -0.244, 0.373]]
}